ORCA calculation (the ωB97M-V functional and the def2-TZVPD basis) on a structure of composition C23H13BaCl6N3O14.

XYZ file:
```
60
Properties=species:S:1:pos:R:3:forces:R:3:nbo_charge:R:1
Ba 0.629209 -0.911251 -0.002167 -0.4 0.0 -0.7 1.833
O 4.340131 0.536979 2.634601 0.0 0.0 -0.1 -0.680
C 3.529615 -0.304112 1.970272 0.0 0.0 0.1 0.798
O 2.358495 -0.412348 2.231300 0.1 0.0 0.2 -0.632
C 4.258691 -1.053892 0.878285 0.0 0.0 0.0 -0.187
O 3.466233 -2.080297 0.360794 0.0 0.0 0.1 -0.556
C 3.411700 -3.236983 1.205664 0.0 0.0 0.0 -0.197
C 2.070047 -3.996099 1.073465 0.1 0.0 0.0 0.759
O 2.119055 -5.191266 1.366376 0.0 0.0 0.1 -0.711
O 1.085321 -3.286781 0.731656 0.1 -0.4 0.1 -0.852
H 3.772341 1.063862 3.216054 0.0 0.0 0.0 0.494
H 5.218593 -1.414656 1.265207 0.0 0.0 0.0 0.187
H 4.438694 -0.322682 0.088122 0.0 0.0 0.0 0.265
H 3.498129 -2.935281 2.255616 0.0 0.0 0.0 0.176
H 4.242647 -3.905292 0.964754 0.0 0.0 0.0 0.182
O -3.829322 -1.968087 -5.024291 0.0 0.0 0.0 -0.584
C -3.068695 -1.687347 -4.116419 0.0 0.0 0.0 0.362
C -1.743259 -0.979833 -4.255825 0.0 0.0 0.0 0.341
O -1.246627 -0.593403 -5.303624 0.0 0.0 0.0 -0.603
C -1.210167 -0.831449 -2.891308 -0.1 0.0 0.1 0.256
C -2.064954 -1.532307 -1.971660 -0.1 0.1 0.0 0.239
O -1.811541 -1.645504 -0.733350 0.0 0.0 0.1 -0.827
C -3.292085 -1.941163 -2.652484 0.0 0.0 0.0 0.327
O -4.324173 -2.367608 -2.136756 0.0 0.0 0.0 -0.642
O -0.182380 -0.190767 -2.525293 0.1 -0.2 0.0 -0.793
O 2.893071 5.121672 -0.856436 -1.3 2.4 -0.3 -0.693
C 1.598558 5.373174 -0.795852 0.9 0.1 -0.1 0.778
O 1.133712 6.480957 -0.955555 -0.3 0.2 0.0 -0.637
C 0.752846 4.197233 -0.483213 -0.4 0.2 0.0 -0.281
C -0.607706 4.185938 -0.223552 0.1 -0.1 0.1 0.169
Cl -1.767403 5.433559 -0.253565 0.1 0.0 0.0 0.064
N -0.955191 2.913325 0.081035 0.0 0.1 -0.1 -0.191
N 0.103662 2.096228 0.000827 -0.2 -0.3 0.1 -0.254
C 1.127680 2.845585 -0.337327 0.2 0.0 0.0 0.043
C 2.469670 2.177518 -0.484090 -0.2 -0.6 0.1 0.796
O 3.473570 2.929716 -0.565588 0.4 -1.9 0.2 -0.690
O 2.455745 0.929894 -0.473673 0.6 0.5 0.0 -0.788
C -2.222078 2.327663 0.388521 0.0 0.0 0.0 0.102
C -2.961958 2.775145 1.473272 0.0 0.0 0.0 -0.224
C -4.131571 2.106496 1.798091 0.0 0.0 0.0 -0.231
C -4.531352 0.995396 1.060665 0.0 0.1 0.0 -0.233
C -3.772444 0.549913 -0.012190 -0.1 0.0 0.0 -0.192
C -2.614337 1.232221 -0.361173 0.0 0.0 0.0 -0.138
H 3.086648 4.130888 -0.701157 0.7 -0.4 0.1 0.468
H -2.613186 3.616213 2.057708 0.0 0.0 0.0 0.217
H -4.722215 2.439329 2.643034 0.0 0.0 0.0 0.203
H -5.436169 0.465740 1.333979 0.0 0.0 0.0 0.210
H -4.053433 -0.340694 -0.562553 0.0 0.0 0.0 0.265
H -1.991175 0.899007 -1.182610 0.0 0.0 0.0 0.254
Cl 2.758950 -5.467390 -2.549411 0.0 0.0 0.0 -0.050
C 2.996364 -3.707706 -2.486464 0.0 0.0 0.0 -0.397
Cl 1.523511 -2.797834 -2.801470 0.0 0.0 0.0 0.018
H 3.720496 -3.449689 -3.250022 0.0 0.0 0.0 0.209
H 3.349574 -3.445410 -1.497440 0.0 0.0 0.0 0.233
Cl -2.370915 -2.260534 4.928680 0.0 0.0 0.0 0.069
C -3.079301 -1.088025 3.800994 -0.1 0.0 -0.1 -0.204
Cl -4.354476 -1.838553 2.850278 0.0 -0.1 0.1 0.112
Cl -3.709350 0.305798 4.704357 0.0 -0.1 0.1 0.055
C -2.027652 -0.631523 2.895315 0.0 0.0 0.0 0.250
N -1.187866 -0.313707 2.187596 0.0 0.1 0.2 -0.265
```
Positions in Å, forces in eV/Å.

Its energy is -4888.84729 a.u. For the lowest unoccupied orbital energy, the calculation gives 3.22 eV. The calculation puts the energy above the lowest of the compared OMol25 structures with the same formula, charge and spin at 20.8 kcal/mol. The HOMO energy is -1.558 eV. As for the total charge: -2. The calculation puts the frontier orbital gap at 4.7785 eV.



ORCA calculation (the ωB97M-V functional and the def2-TZVPD basis) on a structure of composition C23H13BeBrCl2N2O3.

XYZ file:
```
45
Properties=species:S:1:pos:R:3:forces:R:3:nbo_charge:R:1
Be -0.142122 -0.307079 -0.340427 0.3 -0.2 -0.5 1.683
Br 6.126565 2.949725 -0.945851 -0.7 -0.9 0.1 0.017
C 4.605827 1.729411 -0.768434 -1.0 1.7 1.2 -0.108
C 4.738687 0.350239 -0.647644 1.7 0.3 -1.1 -0.196
C 3.672525 -0.485326 -0.581114 -0.3 -0.9 0.4 -0.289
C 2.370831 0.029198 -0.527348 0.2 0.3 -0.1 0.498
O 1.401246 -0.818772 -0.600444 -1.5 0.8 0.3 -0.880
C 2.250949 1.458460 -0.437746 -1.1 0.8 -0.3 -0.266
C 0.993226 2.129361 -0.605459 -1.5 -2.1 0.7 0.223
N -0.124192 1.432060 -0.624735 2.1 0.3 0.0 -0.698
C -1.344577 1.872853 -1.100330 -0.2 0.7 -0.3 0.215
C -1.843067 3.141108 -1.176200 -1.0 0.0 0.4 -0.241
C -3.184771 3.324783 -1.646459 0.5 0.4 0.3 -0.183
C -3.962358 2.286334 -2.048426 0.9 -0.9 -0.3 -0.193
C -3.433542 0.965717 -2.055881 0.4 0.4 0.0 -0.080
C -4.095575 -0.189671 -2.541360 -0.4 -0.4 -0.5 -0.107
C -3.537718 -1.438870 -2.343540 -0.1 1.0 -0.6 -0.260
C -2.263692 -1.501031 -1.745606 0.1 -1.4 -0.4 0.110
N -1.585672 -0.435576 -1.459598 1.1 0.2 0.7 -0.579
C -2.121596 0.799288 -1.585765 -1.1 -0.6 0.1 0.140
C 3.353208 2.313095 -0.528241 2.7 -0.3 -0.6 -0.161
H 5.757506 -0.003761 -0.774118 -0.2 -0.4 0.2 0.230
H 3.731812 -1.584713 -0.546107 0.3 0.7 -0.1 0.232
H 0.976977 3.191623 -0.725795 0.0 0.7 -0.3 0.184
H -1.326051 3.981222 -0.726531 0.1 0.0 -0.2 0.222
H -3.595485 4.327256 -1.659555 0.1 0.0 0.0 0.222
H -4.940309 2.392011 -2.430494 -1.0 0.5 -0.2 0.216
H -5.005026 -0.059360 -3.168332 0.5 -0.2 0.8 0.224
H -3.976649 -2.328749 -2.775259 -0.1 0.0 0.3 0.233
H -1.742214 -2.459608 -1.557673 -0.5 0.7 -0.1 0.254
H 3.367249 3.415465 -0.467287 -0.7 -0.7 -0.1 0.233
Cl 1.730630 -3.419578 5.632023 -0.2 0.4 -0.3 -0.011
C 0.954844 -2.588383 4.295644 -0.9 1.2 0.7 -0.076
C 0.241247 -1.362566 4.459989 1.0 -1.3 -0.7 -0.209
C -0.351825 -0.754034 3.386563 -0.5 0.2 -1.3 -0.122
Cl -1.197871 0.743237 3.702102 0.1 -0.1 -0.2 -0.014
C -0.315539 -1.242794 2.021648 1.1 -1.5 2.0 0.481
O -0.830784 -0.638982 1.025100 -0.2 0.6 -0.1 -0.925
C 0.380176 -2.494953 1.955152 0.6 -0.8 -0.6 -0.274
C 0.515157 -3.374781 0.761240 -2.5 2.3 -0.7 0.438
O -0.142865 -3.119458 -0.242933 1.0 -1.0 0.3 -0.586
C 0.974637 -3.122123 3.046555 0.9 -0.1 0.3 -0.182
H 0.234409 -0.797866 5.352291 0.0 0.1 1.1 0.237
H 1.098235 -4.294201 0.877030 0.2 -0.1 -0.1 0.128
H 1.587560 -4.010203 2.869346 -0.4 0.1 0.1 0.218
```
Positions in Å, forces in eV/Å.

Its energy is -4728.81475 a.u. For the lowest unoccupied orbital energy, the calculation gives -1.00 eV. The HOMO energy is -7.944 eV. As for the total charge: 0. The calculation puts the frontier orbital gap at 6.9461 eV.



ORCA calculation (the ωB97M-V functional and the def2-TZVPD basis) on a structure of composition C23H13BrCrF6N4O11S4.

XYZ file:
```
63
Properties=species:S:1:pos:R:3:forces:R:3:nbo_charge:R:1
Cr 0.584478 2.161680 1.792264 0.8 1.7 1.3 1.261
F 2.753834 3.056127 5.062624 -0.2 0.0 -0.2 -0.303
C 1.625199 2.601263 5.602160 0.2 -0.2 0.5 0.762
F 1.657294 1.285188 5.665279 -0.1 0.2 -0.1 -0.282
F 1.554890 3.062201 6.858959 -0.1 0.0 -0.2 -0.312
S 0.166646 3.343700 4.667078 0.3 0.6 1.2 2.239
O 0.600697 3.597545 3.288047 0.4 -0.3 -0.6 -0.930
O -0.079038 4.519745 5.435636 -0.1 -0.1 -0.2 -0.885
N -0.943098 2.233008 4.742270 -0.2 -0.7 -0.6 -1.140
S -1.878325 2.293721 3.468783 -1.2 2.3 0.2 2.202
O -2.340481 3.646329 3.303630 -0.3 -0.1 -0.2 -0.928
O -1.402032 1.769684 2.169685 0.5 -0.8 0.6 -0.894
C -3.492317 1.398757 3.861771 -0.7 -0.4 0.3 0.797
F -4.467025 2.312028 3.739946 0.5 -0.1 0.0 -0.304
F -3.780158 0.432583 2.991987 0.5 0.1 0.2 -0.301
F -3.536433 0.937714 5.102100 0.3 0.0 -0.3 -0.290
Br 1.902044 -3.706256 -8.333862 0.0 0.0 0.0 0.021
C 0.875845 -3.110227 -6.852069 0.0 0.1 0.0 -0.120
C 0.506981 -4.021381 -5.869660 0.0 0.1 -0.1 -0.233
C -0.226448 -3.587873 -4.787254 -0.1 0.2 0.0 -0.239
C -0.589016 -2.233604 -4.662012 -0.6 0.0 -1.2 0.208
C -0.206181 -1.332515 -5.679549 -0.2 -0.1 0.3 -0.285
C 0.517822 -1.770915 -6.767000 0.1 -0.3 -0.1 -0.216
N -1.223892 -1.856955 -3.523905 1.1 0.8 2.9 -0.363
N -1.637659 -0.637142 -3.400534 -1.1 -1.0 -4.2 -0.178
C -1.441096 0.135297 -2.393004 -0.3 1.3 2.4 0.076
C -2.151577 1.392624 -2.334427 1.0 -2.4 -0.9 -0.075
C -1.863612 2.396442 -1.464325 1.0 1.1 2.1 -0.331
C -0.845786 2.215349 -0.474659 -1.5 1.7 -1.0 0.408
O -0.332357 3.101895 0.319616 -0.5 -0.7 -0.1 -0.571
C -0.232761 0.939755 -0.419918 1.9 -1.7 0.8 0.390
N 0.721132 0.902341 0.462000 -1.3 -1.2 -2.2 -0.411
C 1.379169 -1.404850 1.146255 0.0 -0.2 -0.3 -0.300
C 1.248658 -2.578652 0.202247 0.0 -0.2 0.0 -0.176
C 0.180463 -2.646578 -0.575088 -0.1 -0.2 -0.1 -0.164
C -0.405642 -0.222570 -1.340834 -0.6 0.0 0.1 -0.207
H 0.799097 -5.058520 -5.955797 0.0 0.0 0.0 0.222
H -0.522205 -4.274925 -4.005692 0.0 0.0 0.0 0.219
H -0.496974 -0.293974 -5.592669 0.1 0.0 0.0 0.227
H 0.813881 -1.078912 -7.543223 0.0 0.0 0.0 0.220
H -2.930139 1.529705 -3.074074 0.1 0.0 -0.1 0.231
H -2.389935 3.340682 -1.507088 0.1 0.0 0.0 0.236
H 2.124167 -1.562063 1.924356 0.1 -0.1 -0.1 0.295
H 2.042550 -3.313331 0.168954 0.0 0.0 0.0 0.220
H 0.033994 -3.431024 -1.306448 0.0 0.0 0.0 0.226
O 0.927152 -1.472578 4.188776 0.7 0.3 -0.1 -0.942
S 0.138857 -0.546389 3.433147 -0.7 -1.2 -0.2 2.449
O -1.221433 -0.438319 3.907199 -0.1 0.7 -0.2 -0.994
O 0.867675 0.774434 3.210628 -0.7 -0.6 -0.4 -0.956
C 0.034501 -1.179516 1.770781 0.0 0.5 0.3 -0.287
C -1.051229 -1.248776 1.013063 0.0 0.1 -0.1 -0.155
C -0.869976 -1.561547 -0.477742 0.2 0.1 0.5 -0.271
C 0.997140 -0.415875 -1.921000 0.1 0.2 0.0 -0.152
C 2.032190 -0.342064 -1.098947 0.1 0.3 -0.2 -0.191
C 1.758323 -0.089978 0.363850 0.3 0.1 0.4 -0.170
S 3.156103 0.819264 1.226160 1.6 -1.3 -0.9 2.418
O 4.186888 0.982756 0.229762 -0.3 0.3 0.1 -0.958
O 3.533531 0.056362 2.380741 -0.3 0.4 0.1 -0.929
O 2.517523 2.148770 1.549795 -1.0 0.5 0.5 -0.881
H -2.039518 -1.053136 1.409398 0.0 0.1 0.0 0.245
H -1.807613 -1.911489 -0.906436 0.1 0.2 -0.1 0.252
H 1.100004 -0.583355 -2.985186 0.0 -0.1 0.0 0.240
H 3.065226 -0.421660 -1.406545 0.0 -0.1 0.0 0.262
```
Positions in Å, forces in eV/Å.

As for the multiplicity: 2. Its energy is -7741.31748 a.u. For the lowest unoccupied orbital energy (alpha / beta), the calculation gives -0.13 / -0.10 eV. Its expectation value of S² is 0.7585. The calculation puts the energy above the lowest of the compared OMol25 structures with the same formula, charge and spin at 50.4 kcal/mol. The HOMO energy (alpha / beta) is -4.893 / -4.839 eV. As for the total charge: -1. The calculation puts the frontier orbital gap (alpha / beta) at 4.7618 / 4.7422 eV.



ORCA calculation (the ωB97M-V functional and the def2-TZVPD basis) on a structure of composition C23H13Cl5FIrN2O2.

XYZ file:
```
47
Properties=species:S:1:pos:R:3:forces:R:3:nbo_charge:R:1
Ir -0.960090 0.006173 -0.573606 0.0 -0.3 0.1 1.340
C -5.395985 -1.564301 -1.612706 1.0 -1.2 -1.3 -0.636
O -2.241448 -1.514903 0.279016 0.4 0.1 -0.5 -0.654
C -1.607470 -2.334907 1.028900 -0.2 0.2 0.1 0.405
C -2.266507 -3.442871 1.636776 0.1 0.1 -0.1 -0.262
C -1.564464 -4.247167 2.470714 0.3 0.0 0.1 -0.140
C -0.180454 -3.994635 2.755467 -0.1 0.0 -0.1 -0.154
C 0.481249 -2.946327 2.185161 0.0 -0.2 0.2 -0.241
C -0.215707 -2.101011 1.305089 -0.1 -0.1 -0.2 0.195
N 0.305876 -1.028597 0.641737 -0.1 0.1 0.2 -0.304
N 1.518913 -0.716589 0.999339 0.1 -0.1 -0.1 -0.164
C 2.203850 0.260889 0.444084 -0.1 0.0 0.1 0.069
C 1.765428 1.061670 -0.681953 0.0 0.0 -0.1 0.457
O 0.605206 1.005112 -1.215282 -0.1 0.0 -0.1 -0.599
C 2.691296 1.954913 -1.291029 0.1 0.0 0.0 -0.310
C 3.937022 2.112151 -0.787776 0.0 0.0 0.0 -0.025
C 4.402640 1.396166 0.368305 -0.1 0.0 -0.1 -0.132
C 5.690104 1.608806 0.872813 0.0 0.0 0.0 -0.143
C 6.123853 0.917653 1.982801 0.0 0.0 0.0 -0.192
C 5.272795 0.002442 2.601026 0.0 0.0 0.0 -0.175
C 4.001266 -0.220633 2.114064 -0.1 0.1 -0.1 -0.184
C 3.545251 0.472685 0.987392 0.1 0.0 0.1 0.036
H -4.938427 -2.451289 -1.100840 -0.4 0.2 0.6 0.176
H -4.553407 -1.662001 -2.408570 -1.6 -0.5 -1.1 0.140
H -4.383439 0.295876 -0.006317 -0.1 -0.8 -0.3 0.296
H -3.310531 -3.611169 1.413138 0.0 0.0 0.0 0.236
H -2.046770 -5.097079 2.934154 0.0 0.0 0.0 0.237
H 0.340712 -4.655097 3.434317 0.0 0.0 0.0 0.235
H 1.523328 -2.754539 2.386869 0.0 0.0 0.0 0.246
H 2.352807 2.504761 -2.156101 0.0 0.0 0.0 0.246
H 4.617149 2.810467 -1.261231 0.0 0.0 0.0 0.231
H 6.339022 2.322522 0.381133 0.0 0.0 0.0 0.225
H 7.117600 1.085677 2.374229 0.0 0.0 0.0 0.232
H 5.610285 -0.538538 3.474908 0.0 0.0 0.0 0.229
H 3.348153 -0.924582 2.607060 0.0 0.0 0.0 0.227
Cl -0.380580 3.130800 -2.583735 0.0 0.0 0.1 0.059
C -1.970452 2.463663 -2.514777 -0.1 0.1 -0.2 -0.075
C -2.271469 1.227529 -1.889983 -0.1 0.0 0.5 -0.332
C -3.640731 0.977961 -1.986404 0.2 0.3 -0.8 -0.041
Cl -4.088457 -0.484122 -1.065891 0.5 2.3 2.6 0.725
C -4.655961 1.715559 -2.606863 -0.1 -0.5 0.3 -0.124
Cl -6.294294 1.220208 -2.614202 0.1 0.1 0.1 0.119
C -4.277548 2.896619 -3.208563 0.1 0.1 -0.1 -0.091
Cl -5.438138 3.869578 -3.994788 0.0 0.0 0.0 0.110
C -2.933448 3.268154 -3.151676 0.1 -0.1 0.1 -0.059
Cl -2.492150 4.748014 -3.879899 0.0 0.1 -0.1 0.110
F -1.685878 0.954311 0.913701 -0.1 0.1 0.0 -0.544
```
Positions in Å, forces in eV/Å.

As for the multiplicity: 2. Its energy is -3648.80449 a.u. For the lowest unoccupied orbital energy (alpha / beta), the calculation gives -4.33 / -5.99 eV. Its expectation value of S² is 0.8173. The calculation puts the energy above the lowest of the compared OMol25 structures with the same formula, charge and spin at 177.5 kcal/mol. The HOMO energy (alpha / beta) is -11.024 / -11.467 eV. As for the total charge: +1. The calculation puts the frontier orbital gap (alpha / beta) at 6.6942 / 5.4731 eV.